Formula: C31H37BMnN10SSi
Source: OMol25
Level of theory: ωB97M-V/def2-TZVPD

The HOMO energy (spin up / spin down) comes out at -16.0634 / -16.0636 eV. As for the expectation value of S²: 2.038. For the LUMO energy (spin up / spin down), the calculation gives -0.3686 / -0.3430 Ha. The spin multiplicity is 3. As for the charge: +3. For the gap between HOMO and LUMO (spin up / spin down), the calculation gives 6.03 / 6.73 eV.

Last column: Mulliken spin population.
Atoms and positions in Å:
Mn (-1.71, 0.62, -0.03)  2.15
S (-2.73, 2.49, -0.02)  -0.08
Si (2.19, 1.13, -0.04)  0.00
N (-3.85, 4.79, -0.91)  0.00
N (-0.56, -0.10, -1.41)  0.01
N (-0.11, -1.37, -1.28)  -0.01
N (-2.01, -2.28, 0.01)  -0.02
N (-2.65, -1.08, 0.00)  -0.01
N (-0.09, -1.34, 1.24)  -0.01
N (1.71, -3.24, 0.02)  0.00
N (-4.76, 4.02, 0.91)  0.00
N (0.35, -3.45, 0.02)  0.00
N (-0.54, -0.07, 1.35)  0.01
C (-0.67, 1.73, 3.09)  0.01
C (0.37, -1.78, -2.45)  0.04
C (3.39, -0.72, -1.77)  0.00
C (-3.84, 3.84, 0.00)  -0.01
C (2.98, 1.85, 2.48)  0.00
C (3.67, 1.68, 3.67)  0.00
C (4.26, -0.06, -3.91)  0.00
C (-5.59, 5.22, 0.62)  0.00
C (0.25, -0.74, -3.37)  0.00
C (2.88, 0.79, 1.57)  0.00
C (-0.70, 1.67, -3.18)  0.01
C (2.89, 0.58, -1.59)  0.01
C (-2.92, -3.24, 0.02)  0.04
C (-0.34, 0.30, -2.68)  -0.01
C (0.08, -4.79, 0.04)  0.00
C (-4.88, 5.82, -0.62)  0.00
C (-3.99, -1.31, 0.00)  0.01
C (0.41, -1.72, 2.42)  0.04
C (1.27, -5.45, 0.06)  0.00
C (-0.31, 0.36, 2.62)  -0.01
C (0.30, -0.66, 3.32)  0.00
C (4.24, 0.45, 3.96)  0.00
C (3.74, 1.22, -3.75)  0.00
C (4.08, -1.03, -2.93)  0.00
C (3.05, 1.54, -2.60)  0.00
C (3.44, -0.46, 1.88)  0.00
C (-5.03, -0.24, -0.01)  0.00
C (2.26, -4.44, 0.05)  0.00
C (3.75, -4.63, 0.06)  0.00
C (-4.19, -2.68, 0.01)  0.00
C (4.12, -0.62, 3.08)  0.00
B (-0.45, -2.20, 0.00)  -0.15
H (0.77, -2.78, -2.57)  0.00
H (-4.95, 0.38, 0.88)  0.00
H (-1.73, 1.78, 3.37)  0.00
H (3.76, 2.50, 4.37)  0.00
H (4.21, -4.17, -0.81)  0.00
H (3.34, -1.30, 1.20)  0.00
H (-4.94, 3.41, 1.69)  0.00
H (-2.65, -4.29, 0.03)  0.00
H (-0.51, 2.43, -2.42)  0.00
H (0.81, -2.71, 2.55)  0.00
H (-0.11, 1.90, -4.06)  0.00
H (1.43, -6.52, 0.07)  0.00
H (4.82, -0.31, -4.81)  0.00
H (1.12, 2.14, -0.11)  0.00
H (-0.09, 1.99, 3.97)  0.00
H (-6.02, -0.70, -0.01)  0.00
H (-3.22, 4.84, -1.69)  0.00
H (3.23, -1.48, -1.01)  0.00
H (-4.39, 6.77, -0.41)  0.00
H (-5.59, 5.90, 1.47)  0.00
H (0.61, -0.65, 4.35)  0.00
H (-4.94, 0.39, -0.89)  0.00
H (4.57, -1.58, 3.32)  0.00
H (3.89, 1.96, -4.52)  0.00
H (-0.92, -5.19, 0.03)  0.00
H (-0.49, 2.48, 2.32)  0.00
H (-6.61, 4.92, 0.41)  0.00
H (4.20, -4.17, 0.95)  0.00
H (-5.13, -3.20, 0.02)  0.00
H (2.55, 2.82, 2.25)  0.00
H (4.80, 0.32, 4.88)  0.00
H (4.48, -2.03, -3.07)  0.00
H (2.66, 2.55, -2.47)  0.00
H (-5.54, 5.94, -1.46)  0.00
H (0.55, -0.76, -4.40)  0.00
H (-1.75, 1.71, -3.46)  0.00
H (4.00, -5.69, 0.07)  0.00

Formula: C31H37BN4O2SY
Source: OMol25
Level of theory: ωB97M-V/def2-TZVPD

The HOMO energy comes out at -10.5450 eV. Its energy above the lowest of the compared OMol25 structures with the same formula, charge and spin is 5.51 kJ/mol. For the LUMO energy, the calculation gives -0.1269 Ha. As for the charge: +1. For the gap between HOMO and LUMO, the calculation gives 7.09 eV.

Last column: Löwdin charge in e.
Atoms and positions in Å:
Y (-0.18, 0.76, 0.02)  1.44
S (1.35, 2.86, 1.27)  0.66
O (-2.99, -0.35, 0.33)  0.04
O (-3.33, 0.73, -1.67)  0.10
N (-0.06, 3.17, 3.50)  0.13
N (-1.28, 2.70, 1.59)  0.05
N (-0.13, -0.19, 2.11)  -0.09
N (1.89, -0.38, 0.19)  -0.05
C (-8.41, 1.16, -2.67)  -0.07
C (-2.41, 2.88, 2.30)  -0.26
C (-0.85, -0.27, 3.25)  -0.16
C (1.11, -0.71, 2.41)  -0.34
C (2.92, -0.53, -0.80)  -0.17
C (-0.10, -0.80, 4.29)  -0.08
C (-9.16, 1.09, -0.31)  -0.05
C (-6.91, 0.17, -0.88)  -0.16
C (5.04, 2.10, 0.23)  -0.09
C (-8.35, 0.36, -1.38)  -0.56
C (4.73, 0.65, 0.61)  -0.20
C (5.15, -0.43, -1.61)  -0.03
C (-5.81, 0.61, -1.62)  0.08
C (2.10, -0.82, 1.39)  -0.08
C (3.41, -1.22, -3.05)  -0.03
C (-0.94, 3.57, 5.73)  0.02
C (-0.09, 2.92, 2.17)  -0.83
C (-2.37, 3.20, 3.66)  0.04
C (-4.36, -0.26, 0.08)  -0.25
C (4.75, -0.98, -2.82)  -0.06
C (0.50, 0.28, -2.90)  -0.10
C (-6.68, -0.47, 0.35)  -0.02
C (2.48, -0.98, -2.05)  -0.18
C (-4.55, 0.38, -1.11)  -0.22
C (1.17, -1.09, 3.74)  -0.03
C (-1.16, 3.31, 4.27)  -0.24
C (-3.69, 2.77, 1.56)  0.03
C (4.24, -0.15, -0.59)  -0.16
C (-8.97, -1.02, -1.64)  -0.04
C (-5.40, -0.71, 0.85)  0.02
C (1.00, -1.06, -2.37)  -0.20
B (-2.35, 0.27, -0.77)  -0.54
H (-0.58, 0.31, -3.07)  0.07
H (0.43, -1.38, -1.49)  0.08
H (-3.64, 2.01, 0.79)  0.06
H (-8.41, -1.56, -2.42)  0.09
H (-8.71, 2.06, -0.06)  0.09
H (3.04, -1.30, 1.63)  0.15
H (5.87, 2.15, -0.49)  0.08
H (4.02, 0.65, 1.43)  0.08
H (0.77, 1.14, -2.25)  0.05
H (-10.18, 1.27, -0.67)  0.09
H (-9.45, 1.28, -2.97)  0.09
H (0.86, 3.24, 3.92)  0.16
H (-7.97, 2.16, -2.56)  0.09
H (-1.88, 3.75, 6.23)  0.09
H (-1.89, 0.03, 3.26)  0.11
H (-0.46, 2.70, 6.19)  0.10
H (-3.28, 3.33, 4.23)  0.13
H (-4.53, 2.57, 2.22)  0.10
H (4.18, 2.57, -0.24)  0.06
H (-9.25, 0.52, 0.62)  0.08
H (2.02, -1.54, 4.24)  0.11
H (3.07, -1.59, -4.01)  0.12
H (-0.44, -1.00, 5.29)  0.09
H (-7.90, 0.65, -3.49)  0.09
H (5.49, -1.19, -3.59)  0.11
H (-7.53, -0.82, 0.93)  0.11
H (-8.98, -1.65, -0.75)  0.08
H (-10.00, -0.91, -1.99)  0.09
H (0.81, -1.84, -3.10)  0.13
H (1.02, 0.55, -3.83)  0.10
H (-3.87, 3.73, 1.06)  0.12
H (6.19, -0.17, -1.46)  0.12
H (5.63, 0.16, 1.00)  0.12
H (-5.24, -1.22, 1.79)  0.12
H (5.33, 2.68, 1.10)  0.08
H (-0.29, 4.43, 5.87)  0.10
H (-5.93, 1.12, -2.57)  0.12

Formula: C31H37F5NO20S6
Source: OMol25
Level of theory: ωB97M-V/def2-TZVPD

The HOMO energy comes out at -12.1470 eV. For the LUMO energy, the calculation gives -0.1180 Ha. As for the charge: +1. For the gap between HOMO and LUMO, the calculation gives 8.94 eV.

Last column: Löwdin charge in e.
Atoms and positions in Å:
S (-3.43, -0.84, -3.38)  0.61
S (-5.33, 0.60, 1.65)  0.61
S (-0.37, 1.13, -9.00)  0.60
S (3.18, -2.67, -2.12)  1.33
S (-4.81, 5.84, 9.44)  0.63
S (-2.21, 1.48, 6.46)  0.61
F (4.02, -4.14, -4.20)  0.11
F (7.34, -7.47, -0.71)  0.16
F (7.69, -6.05, 0.91)  0.15
F (3.32, -5.32, -2.53)  0.11
F (9.22, -6.32, -0.62)  0.16
O (-4.43, 1.56, 0.72)  -0.20
O (0.71, 0.70, -9.80)  -0.22
O (-2.17, -0.81, -2.70)  -0.26
O (-0.35, 0.28, -7.63)  -0.20
O (-3.40, 0.41, 6.63)  -0.18
O (-5.00, 4.61, 8.76)  -0.24
O (-4.26, 0.46, -2.96)  -0.18
O (-5.89, 6.59, 9.95)  -0.20
O (-4.27, 0.38, 2.82)  -0.17
O (-6.42, 1.35, 2.16)  -0.20
O (-0.57, 2.50, -8.67)  -0.21
O (-4.36, -1.93, -2.68)  -0.18
O (-5.52, -0.63, 0.95)  -0.24
O (-1.02, 0.93, 6.99)  -0.21
O (-2.27, 2.00, 5.14)  -0.24
O (-1.74, 0.55, -9.59)  -0.18
O (-3.75, 5.62, 10.62)  -0.18
O (-3.50, -1.01, -4.78)  -0.22
O (-2.76, 2.58, 7.48)  -0.18
O (-3.90, 6.79, 8.51)  -0.18
N (-0.93, -3.59, -0.30)  0.12
C (7.25, -5.16, -1.21)  -0.09
C (3.99, -4.20, -2.85)  -0.59
C (-2.47, 6.14, 10.23)  -0.16
C (0.53, -2.19, -1.61)  -0.05
C (-0.68, -2.51, -1.02)  -0.11
C (-3.32, 2.04, 1.49)  -0.15
C (4.59, 1.85, -3.55)  -0.03
C (5.95, -5.29, -1.65)  0.06
C (1.58, -3.07, -1.41)  -0.37
C (4.09, 0.65, -3.99)  -0.03
C (8.00, -4.05, -1.43)  0.01
C (-1.64, -0.30, -7.42)  -0.18
C (-4.14, 2.30, 7.78)  -0.18
C (0.11, -4.38, -0.12)  -0.12
C (3.75, 1.49, -1.35)  -0.03
C (7.45, -2.97, -2.13)  -0.02
C (7.90, -6.29, -0.40)  -0.58
C (-5.35, -1.28, -1.85)  -0.15
C (4.45, 2.28, -2.25)  -0.26
C (-3.00, 0.92, 2.44)  -0.16
C (3.42, -0.15, -3.08)  -0.30
C (5.42, -4.22, -2.33)  -0.18
C (-2.18, -0.57, -8.81)  -0.16
C (-2.79, 7.27, 9.27)  -0.16
C (5.03, 3.60, -1.74)  -0.03
C (-4.25, 0.80, 7.72)  -0.14
C (6.16, -3.08, -2.57)  -0.04
C (3.24, 0.29, -1.78)  -0.08
C (1.37, -4.20, -0.64)  -0.05
C (2.88, -1.51, -3.52)  -0.23
C (-5.57, 0.06, -2.51)  -0.14
H (9.01, -3.93, -1.07)  0.14
H (-1.74, -1.48, -9.23)  0.13
H (-3.26, -0.65, -8.83)  0.14
H (5.61, 3.34, -0.85)  0.09
H (4.19, 0.30, -5.02)  0.13
H (3.44, -1.82, -4.40)  0.11
H (5.14, 2.46, -4.27)  0.13
H (1.82, -1.48, -3.79)  0.11
H (-0.04, -5.27, 0.50)  0.13
H (-3.86, 0.33, 8.63)  0.14
H (5.37, -6.19, -1.47)  0.14
H (0.63, -1.28, -2.18)  0.11
H (2.70, -0.29, -1.04)  0.10
H (5.70, 4.01, -2.50)  0.08
H (-1.50, -1.79, -1.18)  0.09
H (-4.93, -1.17, -0.85)  0.09
H (-5.27, 0.46, 7.54)  0.14
H (-4.41, 2.70, 8.75)  0.10
H (-3.10, 8.17, 9.81)  0.14
H (5.71, -2.23, -3.09)  0.12
H (-6.22, -0.02, -3.38)  0.14
H (-1.56, -1.20, -6.82)  0.13
H (-2.49, 2.29, 0.83)  0.14
H (-4.76, 2.78, 7.01)  0.14
H (-5.98, 0.80, -1.82)  0.14
H (3.59, 1.78, -0.32)  0.13
H (2.20, -4.88, -0.46)  0.12
H (-1.91, 5.35, 9.74)  0.13
H (-1.92, 6.48, 11.11)  0.14
H (-2.45, 1.26, 3.32)  0.09
H (-1.95, 7.51, 8.62)  0.14
H (8.03, -2.07, -2.30)  0.13
H (-2.26, 0.43, -6.89)  0.13
H (-6.25, -1.88, -1.81)  0.15
H (-2.43, 0.12, 1.94)  0.13
H (4.21, 4.27, -1.47)  0.09
H (-3.64, 2.94, 2.02)  0.14